This record from OMol25 describes C33H36N2O8P2SZr as an isolated structure. The level of theory is wB97M-V/def2-TZVPD.

Element x y z (Å)
Zr  0.903675  -0.743848  0.337320
C  -4.206604  4.096019  -1.630710
C  -2.775584  3.942104  -2.160306
C  -2.613785  4.800143  -3.424398
C  -1.797711  4.477826  -1.112758
C  -2.508476  2.476938  -2.515085
C  -3.235327  1.886576  -3.566907
C  -2.943817  0.621548  -4.024387
C  -1.920360  -0.087079  -3.400217
S  -1.207208  -1.588264  -3.884156
C  -0.066751  -1.442537  -2.584605
N  -0.233787  -0.401751  -1.807584
C  -1.248057  0.428999  -2.297178
C  -1.539178  1.729541  -1.870539
C  1.042698  -2.367261  -2.403354
C  1.327371  -3.342935  -3.362898
C  2.436464  -4.147255  -3.199957
C  3.247609  -3.960821  -2.083017
C  2.937061  -2.996347  -1.135401
C  1.825461  -2.158255  -1.259388
H  -4.420006  5.145891  -1.418362
H  -4.356733  3.533890  -0.705608
H  -4.940949  3.742665  -2.355005
H  -2.781857  5.852256  -3.184587
H  -3.323235  4.518227  -4.202408
H  -1.607405  4.697055  -3.833253
H  -2.022289  5.528337  -0.918525
H  -0.766056  4.414840  -1.465086
H  -1.875884  3.937926  -0.168416
H  -4.014771  2.447782  -4.065713
H  -3.472342  0.199827  -4.868850
H  -0.973886  2.148110  -1.056841
H  0.698172  -3.463930  -4.238641
H  2.677598  -4.904414  -3.934437
H  4.126293  -4.582007  -1.953511
H  3.582931  -2.898032  -0.269754
N  -0.491613  2.506369  2.844027
C  -1.169736  1.190242  3.181969
C  -2.109475  1.324052  4.358803
P  -2.000653  0.673250  1.610540
O  -2.721178  2.105236  1.307876
O  -2.976554  -0.410815  1.721352
O  -0.777703  0.616553  0.694100
P  0.242253  -0.001418  3.357825
O  0.722874  0.339884  4.857236
O  -0.252369  -1.384016  3.199382
O  1.266294  0.541408  2.374385
H  -1.142809  3.139175  2.373292
H  0.303420  2.260809  2.223121
H  -0.105380  2.941366  3.682241
H  -2.919013  2.024203  4.143399
H  -1.580314  1.632361  5.261897
H  -2.555899  0.347205  4.540482
H  -3.327692  2.019331  0.559610
H  1.037420  -0.451389  5.310998
C  -1.595130  -4.275928  1.500922
C  -0.304458  -3.542934  1.278289
O  -0.334689  -2.596824  0.479904
C  0.908906  -3.958553  1.968717
C  0.937304  -5.201558  2.624033
C  2.058122  -5.648255  3.281584
C  3.192795  -4.827905  3.310839
C  3.192045  -3.599067  2.696850
C  2.054539  -3.132632  2.012145
O  2.091560  -1.938350  1.483173
H  -2.395899  -3.715540  1.026955
H  -1.794728  -4.370375  2.567579
H  -1.542603  -5.276223  1.066702
H  0.056538  -5.828713  2.599807
H  2.063298  -6.613108  3.768467
H  4.082621  -5.164674  3.828820
H  4.057092  -2.948962  2.719429
C  4.421752  2.589244  -1.201498
C  3.070895  2.895600  -1.246041
C  2.132617  1.938648  -0.869583
C  2.494084  0.653576  -0.443910
C  3.867814  0.383426  -0.413873
C  4.818244  1.325454  -0.780428
H  5.160147  3.325009  -1.495865
H  2.747275  3.875545  -1.579524
H  1.082900  2.216633  -0.926341
H  4.209540  -0.595107  -0.091995
H  5.872269  1.076004  -0.743169

Cartesian forces (eV/Å) of the 2 atoms listed first:
0.527 0.339 0.315
-0.013 0.025 -0.001

Computed properties:
Total energy: -84869.3518 eV
HOMO-LUMO gap: 7.869 eV
Energy above the lowest of the compared OMol25 structures with the same formula, charge and spin: 30.7 kJ/mol
LUMO energy: 0.0 eV
Spin multiplicity: 1

In elementary charge units, the Mulliken charges are: -0.193, -1.451, 2.172, -1.788, -1.774, -0.670, -0.488, -1.419, 1.104, -0.507, 0.911, 0.687, -0.889, 0.442, 0.687, -0.993, -0.825, -0.965, -0.220, 1.019, 0.459, 0.128, 0.320, 0.457, 0.341, 0.389, 0.520, 0.366, 0.157, 0.452, 0.382, 0.050, 0.383, 0.399, 0.426, 0.205, -0.186, 0.521, -1.767, 0.096, -0.612, -0.854, 0.722, 0.758, -0.613, -0.615, -0.815, 0.342, 0.183, 0.387, 0.427, 0.425, 0.373, 0.207, 0.409, -2.279, 1.145, -0.255, 1.219, -1.108, -0.905, -0.417, -0.736, 0.050, -0.058, 0.389, 0.463, 0.456, 0.416, 0.413, 0.431, 0.501, -0.495, -0.885, -0.351, 1.631, -0.169, -0.877, 0.366, 0.444, 0.324, 0.205, 0.416